(1)
98
Properties=species:S:1:pos:R:3 method="wB97M-V/def2-TZVPD" gap_ev=6.47 e_above_lowest_kcal_mol=0.0 e_homo_ev=-4.5726 total_charge=-1
F 5.080 -1.619 -2.331
H 2.906 1.879 7.573
C 2.935 -0.965 -1.594
C 3.537 0.281 1.404
S 2.290 -2.360 2.552
H -1.551 0.557 5.411
C -0.969 2.080 3.414
H 1.531 -0.159 7.262
H 4.755 -1.446 1.713
C -1.754 -1.500 5.973
C 2.483 0.326 4.042
C -1.659 -2.820 5.561
H -1.847 -3.623 6.265
H -1.394 5.474 5.232
O 2.161 3.874 -1.732
N -0.882 -2.017 -0.534
C 1.665 -1.275 -1.099
C -2.596 -3.510 0.208
C -0.567 3.461 0.390
H -1.212 -4.143 3.926
C -1.498 -0.470 5.076
H 1.124 2.499 3.456
C 5.772 0.049 0.538
C -0.008 4.068 4.391
C -2.764 1.942 -3.572
C 3.451 1.534 0.807
H -3.092 5.626 -0.123
H 3.766 1.921 3.383
C -0.305 -4.194 0.241
N -1.359 0.568 -2.238
H -3.343 1.145 -5.473
F 2.111 -4.921 -0.916
C -2.789 0.974 -4.559
C -2.078 -0.201 -4.375
C -1.629 -4.455 0.525
H 4.050 2.892 5.622
H 1.319 -1.176 5.021
C 4.514 2.044 0.075
C 5.676 1.298 -0.061
H -2.018 -1.267 6.998
C -1.864 2.741 -1.362
N -0.837 2.548 -0.533
H 3.238 0.058 -1.769
C -1.274 4.524 4.725
C -2.024 1.713 -2.420
Sc 0.092 0.254 -0.402
C -2.442 4.769 -0.246
H -0.750 -2.316 2.340
C 2.859 2.275 -3.664
H 0.869 4.654 4.637
F 2.474 1.193 -4.350
O 1.477 1.543 -1.614
H -3.648 -3.682 0.389
H 4.410 3.006 -0.411
C -1.309 -3.114 4.248
C 3.271 1.461 4.229
H -1.095 5.294 1.359
S -2.264 0.477 1.142
C -1.377 -0.361 -3.194
H -0.803 -1.256 -2.990
C 1.883 -0.261 5.154
P 2.145 -0.389 2.376
H 0.291 3.259 1.019
H 0.460 -4.912 0.480
C 3.427 2.014 5.494
O 0.428 3.022 -3.256
F 3.052 3.272 -4.538
C 3.608 -3.290 -1.613
C 2.021 0.302 6.413
H -2.869 -1.505 -0.491
S 1.582 2.759 -2.432
C 0.716 0.318 1.710
C 4.708 -0.459 1.269
H -2.054 -0.974 -5.129
C -2.165 -2.299 -0.291
H -1.908 -5.394 0.987
H 4.339 -4.061 -1.810
H 6.670 -0.544 0.414
C -2.391 3.761 4.401
H -3.273 2.883 -3.720
H 6.500 1.680 -0.652
C -1.345 4.593 0.575
C 2.361 -3.598 -1.115
C -1.147 -0.758 3.762
P -0.759 0.501 2.498
F 4.032 2.004 -3.085
H 2.532 2.101 0.887
C -1.056 -2.089 3.354
H -3.555 3.960 -1.891
C 0.140 2.850 3.737
C 0.044 -2.977 -0.357
C -2.239 2.548 3.747
C 2.791 1.444 6.587
C 1.392 -2.637 -0.852
C 3.862 -1.954 -1.840
H -3.108 1.965 3.468
C -2.702 3.838 -1.239
H -3.383 4.117 4.651

(2)
18
Properties=species:S:1:pos:R:3 method="wB97M-V/def2-TZVPD" gap_ev=10.72 e_above_lowest_kcal_mol=40.7 e_homo_ev=-9.9765
C -0.456 1.293 0.222
H -0.540 2.645 -1.106
C 0.952 -1.397 0.186
H -0.730 -0.709 -0.623
H 0.489 1.690 0.591
H -2.528 0.860 0.971
C -1.495 0.866 1.319
H 2.581 -1.578 -1.161
H 1.276 -0.531 0.762
H -1.454 1.602 2.122
H 1.241 -2.183 0.884
H 0.979 -2.131 -1.839
O -1.178 2.368 -0.444
H 1.382 -0.471 -1.823
O -0.455 -1.384 0.002
H -0.349 0.545 -0.564
H -1.228 -0.101 1.746
C 1.512 -1.387 -1.246

(3)
77
Properties=species:S:1:pos:R:3 method="wB97M-V/def2-TZVPD" gap_ev="6.78 / 6.93" e_homo_ev="-9.9542 / -9.8787" total_charge=+1
H 2.062 -2.498 -0.462
H -2.973 -0.097 2.392
H -4.733 1.721 -0.689
H -1.549 0.950 2.341
Pd 0.323 0.667 -0.205
C -1.890 -0.070 2.519
H 2.280 -0.166 -2.434
H -4.080 -2.410 -0.507
Si -2.635 -0.461 -1.003
H -2.422 -3.526 -2.142
H -0.346 3.500 0.413
C 3.670 0.132 0.466
H 0.360 -2.933 -3.704
C -2.644 1.339 -0.452
H -3.064 -1.455 -3.257
C 2.411 1.243 2.309
C 0.734 -1.613 2.215
H -1.696 -0.304 3.570
N 3.312 0.351 1.819
N 2.487 1.149 3.653
H 1.094 -3.766 0.287
H 3.604 -0.051 5.038
H -1.317 -3.880 1.496
C -4.118 -1.349 -0.260
S 0.280 1.509 -2.997
H 6.428 -0.351 -1.400
H 0.678 1.388 4.674
Si -1.004 -1.390 1.501
N -1.226 3.646 -3.313
C -3.773 2.147 -0.431
N 0.791 4.003 -2.280
C -2.939 -0.449 -2.859
H -2.887 -3.087 1.563
C 3.932 -0.304 2.872
H 4.623 -0.510 -3.137
H 1.682 3.647 -1.981
C 0.163 -1.998 -3.172
Si -0.273 -2.479 -1.401
C -2.423 3.987 0.228
H 1.063 -1.397 -3.257
C -0.061 3.146 -2.865
C -0.993 -1.066 -0.369
H -5.036 -0.955 -0.703
C 5.386 -0.245 -1.136
C 5.023 0.007 0.175
H 0.945 -2.674 2.346
H 1.542 -1.201 1.622
H -3.881 0.079 -3.037
H 4.654 -1.081 2.706
C 3.076 -0.158 -1.710
H -4.205 -1.259 0.821
H -1.865 -3.144 2.993
C -3.675 3.482 -0.077
H -4.551 4.115 -0.044
H -1.852 3.020 -3.786
C -1.336 3.133 0.187
H 0.771 -1.149 3.204
H -1.945 -4.183 -0.583
C 1.282 -3.236 -0.646
H -1.430 4.631 -3.314
H -2.276 5.020 0.505
N -1.440 1.840 -0.123
C -1.566 -3.844 -1.546
H -2.152 0.056 -3.415
C 3.412 0.191 4.009
C 4.393 -0.328 -2.098
H 1.498 2.892 4.207
S 1.345 2.284 1.499
C 1.645 1.882 4.581
H -0.630 -1.480 -3.706
H -1.130 -4.707 -2.052
H 5.759 0.130 0.955
H 1.679 -3.966 -1.356
N 2.704 0.050 -0.444
H 2.148 1.914 5.544
C -1.858 -3.027 1.907
H 0.634 4.997 -2.265

(4)
6
Properties=species:S:1:pos:R:3 method="wB97M-V/def2-TZVPD" gap_ev=10.05 e_above_lowest_kcal_mol=3.0 e_homo_ev=-10.0673
F 1.022 1.297 -0.912
H -0.428 -0.686 1.718
S -1.320 -0.425 -1.685
F 1.205 -1.029 -0.261
S -0.440 0.643 1.556
P -0.039 0.200 -0.416

(5)
18
Properties=species:S:1:pos:R:3 method="wB97M-V/def2-TZVPD" gap_ev=5.77 e_above_lowest_kcal_mol=92.7 e_homo_ev=-2.1520 total_charge=-1
C -1.294 -1.102 0.592
H -1.647 -0.966 2.693
C -1.000 -2.458 0.696
H -0.793 -3.016 -0.196
H 0.921 2.029 -2.621
H -2.707 0.181 1.550
C -1.675 -0.245 1.809
H 2.435 0.479 -0.411
H -0.931 1.390 2.624
H 2.703 2.158 -2.238
O 0.677 -0.276 -1.189
O -0.694 0.796 1.898
C 1.837 1.477 -2.286
H 1.965 0.724 -3.067
C 1.470 0.810 -0.953
H -1.006 -0.548 -0.279
H -1.193 -2.965 1.630
H 0.934 1.532 -0.252

(6)
15
Properties=species:S:1:pos:R:3 method="wB97M-V/def2-TZVPD" gap_ev="2.84 / 9.93" s2=0.750 spin_multiplicity=2 e_above_lowest_kcal_mol=12.3 e_homo_ev="1.2092 / -6.0477" total_charge=-1
C 0.046 0.085 0.414
H 1.897 -0.877 1.195
H 0.406 1.273 2.201
O -2.884 -0.761 -0.954
H -0.507 -0.682 0.970
H -1.108 1.623 1.327
H -2.993 0.196 -1.122
C -0.046 1.392 1.215
H 3.325 -0.478 -0.667
H -0.342 0.269 -0.587
H 0.481 2.182 0.676
C 2.250 -0.383 -0.761
C 1.437 -0.470 0.296
H 1.822 -0.106 -1.720
H -2.151 -1.004 -1.556

(7)
13
Properties=species:S:1:pos:R:3 method="wB97M-V/def2-TZVPD" gap_ev=10.22 e_above_lowest_kcal_mol=142.8 e_homo_ev=-9.7612
H 1.366 2.036 -0.336
H -1.285 1.909 0.342
H -1.214 -3.010 0.588
O -0.669 -2.222 0.464
O 2.343 0.347 0.184
H 1.075 -0.781 1.297
C 1.564 -0.562 0.328
H 0.698 2.319 -0.485
C -1.209 1.147 -0.427
H -1.064 1.465 -1.454
N -1.630 -1.280 0.116
H 1.286 -1.244 -0.497
C -1.260 -0.124 -0.121

(8)
7
Properties=species:S:1:pos:R:3 method="wB97M-V/def2-TZVPD" gap_ev=8.60 e_above_lowest_kcal_mol=3.1 e_homo_ev=-9.7248
F -1.013 0.173 -1.584
F -1.303 0.517 0.571
S 0.440 -1.812 1.272
Cl 0.752 1.687 -0.455
C -0.404 0.246 -0.371
H 0.968 -1.288 -0.962
C 0.412 -1.016 -0.053

Number 1: energy -145283.6618 eV. Number 2: energy -8435.7483 eV. Number 3: energy -83276.7407 eV. Number 4: energy -36412.7228 eV. Number 5: energy -9456.0087 eV. Number 6: energy -6355.4933 eV. Number 7: energy -8804.3362 eV. Number 8: energy -30881.9169 eV.